# 1
A molecular structure, C16H38N5O6Y at a distorted geometry. Source: OMol25; level of theory: wB97M-V/def2-TZVPD.

The geometry in XYZ format:
```
66
C16H38N5O6Y | OMol25 | wB97M-V/def2-TZVPD
Y -1.2317 -2.9856 1.7167
C -2.4375 -1.5088 -1.3417
O -1.8740 -2.3668 -0.4197
H -3.0895 -0.7051 -0.9655
H -1.6315 -0.9530 -1.8413
H -3.0499 -1.9997 -2.1039
C 2.6013 -5.3138 1.0072
C 1.4006 -4.9025 0.1561
O 0.5817 -4.0321 0.5574
N 1.2614 -5.4024 -1.0523
C 0.1979 -4.9151 -1.9407
H 3.5254 -5.0449 0.5037
H 2.5184 -6.3850 1.1920
H 2.4952 -4.8267 1.9726
H 1.9816 -5.9879 -1.4461
H 0.4018 -5.2016 -2.9673
H 0.0501 -3.8381 -1.8920
H -0.7196 -5.3776 -1.5746
C 0.6543 4.3834 0.2225
C -0.1308 3.5913 -0.7874
O 0.3748 3.4025 -1.8919
N -1.4121 3.3590 -0.4485
C -2.3016 2.7497 -1.4298
H 1.7047 4.2395 -0.0440
H 0.5101 4.0785 1.2590
H 0.5864 5.4620 0.0739
H -1.6934 3.9428 0.3212
H -2.0387 1.6969 -1.5278
H -2.1722 3.2121 -2.4076
H -3.3685 2.7569 -1.2160
C 3.7400 2.8813 -2.6894
C 3.1183 1.6351 -3.3178
O 3.7934 0.7628 -3.8370
N 1.7600 1.6032 -3.3580
C 0.9949 0.4687 -3.8023
H 3.4711 3.0600 -1.6516
H 3.4318 3.7637 -3.2588
H 4.7890 2.8390 -2.9780
H 1.3007 2.2092 -2.6608
H 1.4706 -0.5090 -3.7370
H 0.7097 0.6115 -4.8509
H -0.0076 0.4464 -3.3649
C -3.8279 0.6774 2.0334
C -2.8556 -0.1027 2.8581
O -2.2979 -1.1081 2.3360
N -2.6317 0.2165 4.1208
C -3.1919 1.4030 4.8260
H -4.0502 0.2284 1.0679
H -3.5078 1.7024 1.8418
H -4.8067 0.7338 2.5166
H -2.1337 -0.4655 4.6712
H -4.1453 1.0556 5.2200
H -3.3605 2.2077 4.1181
H -2.5053 1.7022 5.6104
C 0.8375 0.3108 3.1711
C 1.0420 -0.3678 1.8335
O 0.2828 -1.2763 1.4285
N 1.8863 0.2219 1.0156
C 2.0390 -0.1053 -0.4237
H 1.7740 0.7517 3.5132
H 0.5382 -0.4204 3.9263
H 0.0586 1.0674 3.2451
H 2.2668 1.1406 1.1776
H 1.0924 -0.1432 -0.9588
H 2.5956 -1.0364 -0.4954
H 2.6343 0.7067 -0.8311
```

Computed properties:
net charge	+2
total energy	-1395.6140	hartree
energy relative to the best compared isomer or geometry (same formula, charge and spin)	55.8	kJ/mol
gap between HOMO and LUMO	5.4	eV
HOMO	-12.7	eV

---

# 2
9 unconnected molecules or ions with the total composition C16H39B6F24N4O2 at a distorted geometry. Source: OMol25; level of theory: wB97M-V/def2-TZVPD.

The geometry in XYZ format:
```
91
C16H39B6F24N4O2 | OMol25 | wB97M-V/def2-TZVPD
C -2.0475 -6.1866 2.5350
C -2.5528 -5.8693 1.1277
N -3.0840 -4.5240 1.0086
C -4.2579 -3.9734 1.4724
C -4.3629 -2.7377 0.9188
N -3.2175 -2.5224 0.2070
C -2.5048 -3.6389 0.1754
C -2.8505 -1.2126 -0.3551
H -1.4725 -7.1090 2.5210
H -2.8620 -6.2746 3.2612
H -1.4522 -5.3700 2.9448
H -3.3139 -6.5576 0.7591
H -1.6624 -5.9190 0.5029
H -4.8539 -4.5166 2.1832
H -5.0934 -1.9603 1.0462
H -1.4633 -3.6533 -0.1108
H -1.8540 -1.2881 -0.7754
H -2.9858 -0.4246 0.3828
H -3.5235 -0.9853 -1.1859
C 1.4873 -2.3094 -3.8882
N 0.9285 -0.9152 -3.9142
C 0.1314 -0.8632 -5.1663
C 0.0612 -0.7425 -2.7148
C 2.0327 0.1094 -3.8938
C 2.8113 0.2756 -5.2013
O 3.5808 -0.8912 -5.5122
H 2.1160 -2.4359 -3.0071
H 2.1060 -2.4889 -4.7592
H 0.6599 -3.0074 -3.7859
H -0.6994 -1.5691 -5.1732
H 0.6861 -1.2973 -6.0055
H -0.0908 0.1846 -5.3493
H -0.6719 -1.5318 -2.6393
H -0.2766 0.2882 -2.7534
H 0.7581 -0.7243 -1.8756
H 2.6176 0.0381 -2.9770
H 1.5155 1.0775 -3.8805
H 3.4359 1.1468 -4.9898
H 2.1534 0.5043 -6.0403
H 3.4839 -1.0806 -6.4478
C -0.4167 3.3508 0.5427
N 0.4199 2.5753 1.5395
C 1.8331 2.7244 1.0253
C 0.2712 3.1820 2.9223
C 0.1085 1.1126 1.5525
C -1.1715 0.7259 2.2973
O -2.3145 1.4825 1.8370
H -0.5080 2.7679 -0.3708
H 0.1074 4.2840 0.3580
H -1.4207 3.4990 0.9273
H 2.1189 3.7719 1.1667
H 1.9417 2.5815 -0.0451
H 2.5699 2.1891 1.6226
H -0.7992 3.3001 3.0569
H 0.8317 4.1116 2.8631
H 0.7089 2.4829 3.6339
H 0.9157 0.6042 2.0821
H 0.1017 0.7374 0.5295
H -0.9681 0.9654 3.3420
H -1.4210 -0.3180 2.1113
H -3.0469 1.1652 2.4004
B -3.9597 -0.5937 4.4974
F -4.0129 0.7043 3.9212
F -4.9955 -0.7081 5.4453
F -4.1261 -1.5413 3.4423
F -2.7167 -0.7999 5.0709
B 2.1136 6.6673 1.5059
F 2.4772 8.0367 1.5060
F 2.6995 6.1052 2.6744
F 0.7363 6.4168 1.5075
F 2.6813 6.0519 0.3751
B 0.9604 -2.9939 0.2277
F 2.3101 -2.6890 0.2626
F 0.2154 -1.8694 0.7278
F 0.5024 -3.1081 -1.1117
F 0.6804 -4.1150 1.0253
B -1.1848 2.7290 -3.0569
F -0.1035 3.5174 -2.7203
F -2.2400 3.5599 -3.5207
F -0.8849 1.8334 -4.1405
F -1.6631 1.9035 -2.0150
B 2.7177 0.9301 5.1178
F 3.5520 0.3446 6.0890
F 3.4550 0.9532 3.8849
F 1.5799 0.1270 4.9000
F 2.2827 2.2294 5.3818
B 4.7405 1.9968 -1.0086
F 4.1168 3.2501 -0.8735
F 4.7165 1.3470 0.2458
F 4.0151 1.2189 -1.9625
F 6.0601 2.1560 -1.4377
```

Computed properties:
net charge	-3
total energy	-3549.8911	hartree
gap between HOMO and LUMO	7.9	eV
HOMO	-3.7	eV

---

# 3
2 unconnected molecules or ions with the total composition C16H39O4PS2Si. Source: OMol25; level of theory: wB97M-V/def2-TZVPD.

The geometry in XYZ format:
```
63
C16H39O4PS2Si | OMol25 | wB97M-V/def2-TZVPD
C 3.5326 1.9471 1.5601
C 3.8242 2.0114 0.0473
C 3.4730 0.7419 -0.7389
C 2.1018 0.1300 -0.4102
C 1.3178 -0.3061 -1.6469
C -0.1198 -0.7309 -1.3258
C -0.2551 -2.2340 -1.0216
Si -1.7523 -2.7734 -0.0118
C -2.6769 -4.1232 -0.9064
S -1.1128 -3.7198 1.8271
C -2.8670 -1.3172 0.4206
C -4.3677 -1.6651 0.4763
P -5.5670 -0.4038 0.0096
O -6.8938 -0.9181 -0.3325
O -4.7888 0.3014 -1.1999
C -5.5425 1.1827 -2.0686
C -4.5704 2.0784 -2.8289
O -5.7057 0.6930 1.1647
C -4.6412 1.2739 1.9324
C -3.8792 2.3836 1.2155
H 2.8887 2.7727 1.8649
H 4.4590 2.0503 2.1285
H 3.0608 1.0110 1.8637
H 3.2926 2.8586 -0.3934
H 4.8900 2.2108 -0.0809
H 3.4862 0.9874 -1.8058
H 4.2658 0.0000 -0.5977
H 2.2259 -0.7357 0.2498
H 1.4961 0.8490 0.1529
H 1.8358 -1.1497 -2.1174
H 1.3214 0.5096 -2.3761
H -0.7695 -0.4776 -2.1680
H -0.4684 -0.1431 -0.4700
H 0.6424 -2.5829 -0.5009
H -0.2841 -2.7881 -1.9665
H -1.9656 -4.8288 -1.3406
H -3.3762 -4.6683 -0.2723
H -3.2363 -3.6770 -1.7350
H -0.6405 -2.6162 2.4218
H -2.6948 -0.4991 -0.2806
H -2.5360 -0.9601 1.3985
H -4.6626 -2.0425 1.4593
H -4.6132 -2.4622 -0.2324
H -6.2449 1.7600 -1.4634
H -6.1273 0.5531 -2.7388
H -4.5995 1.8804 -3.9001
H -4.7985 3.1335 -2.6768
H -3.5521 1.8969 -2.4848
H -3.9737 0.4833 2.2710
H -5.1405 1.6654 2.8174
H -4.2457 3.3661 1.5126
H -2.8147 2.3360 1.4518
H -3.9816 2.2959 0.1380
C 7.2678 0.0187 2.6204
S 8.2030 1.1518 1.5851
O 7.2672 2.2404 1.2031
C 8.3191 0.0575 0.1643
H 7.0443 0.5400 3.5488
H 6.3421 -0.2473 2.1100
H 7.8686 -0.8664 2.8290
H 7.3140 -0.2118 -0.1605
H 8.8943 -0.8285 0.4329
H 8.8312 0.6049 -0.6241
```

Computed properties:
total energy	-2361.3108	hartree
gap between HOMO and LUMO	9.6	eV
HOMO	-9.2	eV

---

# 4
A molecular structure, C16H40CuO8 at a distorted geometry. Source: OMol25; level of theory: wB97M-V/def2-TZVPD.

The geometry in XYZ format:
```
65
C16H40CuO8 | OMol25 | wB97M-V/def2-TZVPD
Cu -0.8619 -0.6038 0.3075
C -1.2849 -1.1833 -1.9707
O -1.3676 -1.6032 -3.0968
O -1.7362 -1.8245 -0.8718
O -0.7511 0.0077 -1.5063
C 2.7589 -0.2618 -0.8459
C 2.0501 -0.7482 0.4061
C 3.0865 -0.9713 1.5039
O 1.1009 0.2680 0.8630
H 3.2751 0.7652 -0.6461
H 2.0639 -0.0342 -1.7305
H 3.6023 -0.8149 -1.1954
H 1.4016 -1.6562 0.2326
H 3.6349 -0.0552 1.7238
H 3.7621 -1.8151 1.3006
H 2.5859 -1.2650 2.3992
H 1.0537 0.9805 0.1738
C 1.4107 4.5737 -1.6525
C 0.4706 3.5950 -2.4971
C 0.9127 3.3081 -3.9052
O 0.3479 2.3348 -1.7438
H 1.1254 4.5151 -0.6271
H 1.3526 5.5300 -2.1341
H 2.4605 4.1771 -1.6567
H -0.5298 3.9144 -2.5311
H 1.9384 2.7581 -3.8731
H 1.0659 4.2214 -4.4573
H 0.1896 2.8016 -4.5459
H 0.0575 1.6051 -2.3260
C -1.6894 3.6585 1.1334
C -2.8975 2.6842 0.8180
C -3.9149 3.3165 -0.2007
O -2.4873 1.4921 0.2713
H -1.9874 4.5977 1.6865
H -1.1962 4.0749 0.2597
H -0.9528 3.1111 1.7038
H -3.3819 2.3842 1.8062
H -4.5751 2.5939 -0.6448
H -3.2355 3.8220 -0.8592
H -4.5572 4.0923 0.2765
H -2.0786 1.6492 -0.5552
C 0.9156 -4.2133 -2.0299
C 0.4063 -4.8173 -0.7079
C 1.5042 -5.4448 0.1862
O -0.2318 -3.8477 0.1278
H 1.5588 -3.3829 -1.8842
H 0.1744 -3.8755 -2.8244
H 1.5500 -4.9423 -2.5197
H -0.4374 -5.5120 -0.9698
H 1.8574 -6.3785 -0.2824
H 1.0941 -5.6823 1.1991
H 2.3608 -4.7913 0.2548
H -1.0225 -3.4567 -0.4255
C 0.1063 -1.3945 3.8792
C -1.2232 -1.4487 3.1996
C -2.0145 -0.1456 3.1855
O -1.0295 -1.9016 1.7908
H 0.8605 -0.7849 3.3944
H 0.3895 -2.4482 4.0171
H 0.0397 -1.0546 4.9827
H -1.8601 -2.2818 3.5486
H -1.4651 0.5743 2.6387
H -2.1750 0.2485 4.2091
H -3.0253 -0.2996 2.7023
H -0.5555 -2.7143 1.5350
```

Computed properties:
<S²>	0.75
total energy	-2875.9899	hartree
gap between HOMO and LUMO (alpha / beta)	9.4 / 9.2	eV
2S+1	2
HOMO (alpha / beta)	-8.8 / -9.4	eV

---

# 5
6 unconnected molecules or ions with the total composition C16H40F18N2O3P4 at a distorted geometry. Source: OMol25; level of theory: wB97M-V/def2-TZVPD.

The geometry in XYZ format:
```
83
C16H40F18N2O3P4 | OMol25 | wB97M-V/def2-TZVPD
N 9.4296 22.3479 -1.5645
H 9.4719 22.0642 -0.5961
H 9.0068 23.2625 -1.6349
H 8.8634 21.6946 -2.0866
H 10.3555 22.3081 -1.9662
N 7.1845 21.9013 -4.5544
O 6.9586 21.6198 -3.4074
O 8.0961 21.3355 -5.1319
O 6.4862 22.7204 -5.1531
C 16.5363 24.8004 -6.6983
C 15.9660 23.9550 -5.5296
C 15.9554 22.5179 -5.9070
C 15.5129 21.5469 -4.7969
P 15.0347 19.6928 -5.2110
C 15.5584 18.5058 -3.8535
C 15.1614 19.0759 -2.4100
C 15.4048 18.0516 -1.2345
C 16.6694 18.5800 -0.4128
C 13.2646 19.4119 -5.5567
C 12.2486 19.6981 -4.4524
C 11.6954 18.4184 -3.7679
C 10.7191 18.8116 -2.7086
C 16.0244 19.2866 -6.7212
C 15.7774 17.9305 -7.4496
C 16.7508 17.7605 -8.6986
C 16.3094 16.6562 -9.7117
H 16.0762 24.3979 -7.6007
H 17.6226 24.7242 -6.6502
H 16.3436 25.8730 -6.7222
H 14.9842 24.3154 -5.2225
H 16.5827 24.1476 -4.6517
H 16.9168 22.3632 -6.3967
H 15.2141 22.5720 -6.7043
H 14.6515 21.8750 -4.2152
H 16.2466 21.5813 -3.9915
H 16.6454 18.4884 -3.9331
H 15.2172 17.4810 -3.9999
H 14.1134 19.3567 -2.3047
H 15.5280 20.0911 -2.2580
H 15.4221 17.0395 -1.6388
H 14.5800 18.1910 -0.5356
H 16.8013 17.9076 0.4348
H 16.5881 19.6277 -0.1233
H 17.4421 18.3463 -1.1453
H 13.0409 18.5904 -6.2372
H 13.1495 20.2359 -6.2609
H 11.3639 20.2006 -4.8435
H 12.5228 20.5566 -3.8393
H 12.5073 17.8625 -3.2989
H 11.3129 17.6411 -4.4295
H 10.1117 17.9525 -2.4239
H 10.0165 19.5304 -3.1302
H 11.3048 19.1620 -1.8587
H 17.0697 19.5685 -6.5955
H 15.6869 20.0822 -7.3856
H 14.7503 18.0957 -7.7750
H 15.7193 17.0842 -6.7651
H 17.6954 17.5239 -8.2088
H 16.8913 18.6908 -9.2489
H 15.2594 16.7770 -9.9779
H 16.3041 15.6996 -9.1893
H 17.0143 16.6066 -10.5417
P 13.1483 22.9519 -0.8584
F 14.3619 22.6252 0.1988
F 13.9258 24.3300 -1.0695
F 14.0080 22.1492 -2.0388
F 11.9764 23.2841 -1.8469
F 12.4954 21.5016 -0.5289
F 12.2434 23.5822 0.3673
P 8.5926 25.6258 -1.9570
F 9.7371 25.0374 -1.0196
F 8.4418 24.1698 -2.8031
F 7.4956 25.1312 -0.9201
F 7.3791 26.2274 -2.8171
F 8.6324 27.0270 -1.2077
F 9.6812 26.2260 -3.0062
P 8.4274 19.8796 0.5622
F 9.1868 19.3607 1.9262
F 8.5874 21.5522 0.8332
F 9.9414 19.8633 -0.2053
F 7.7444 20.2138 -0.8316
F 8.1480 18.2618 0.3442
F 7.0286 19.9926 1.3533
```

Computed properties:
net charge	-1
<S²>	0.76
total energy	-4132.3533	hartree
gap between HOMO and LUMO (alpha / beta)	10.0 / 6.6	eV
2S+1	2
HOMO (alpha / beta)	-8.9 / -8.9	eV

---

# 6
3 unconnected molecules or ions with the total composition C16H40N3O7P at a distorted geometry. Source: OMol25; level of theory: wB97M-V/def2-TZVPD.

The geometry in XYZ format:
```
67
C16H40N3O7P | OMol25 | wB97M-V/def2-TZVPD
H 3.9764 3.0991 2.1867
N 3.0280 3.5083 2.0109
C 2.0831 2.5097 1.9216
N 0.6568 2.9371 1.6253
N 2.5676 1.0790 2.0861
C 2.5523 0.3098 0.7836
C 3.9697 0.3198 -0.0439
C 4.2337 1.7460 -0.8744
C 4.1457 1.5126 -2.4930
O 3.6961 2.6727 -3.2750
P 2.0720 3.1662 -2.8569
O 1.4387 3.8141 -4.1471
O 2.2773 4.5092 -1.7095
O 1.1204 1.9836 -2.0357
C 0.0711 1.3744 -2.8514
C 0.4965 -0.1105 -3.4948
C 1.1371 -0.0108 -4.9991
O 1.3307 -0.8027 -2.5010
H 0.4702 2.9146 0.5814
H -0.0279 2.3162 2.1284
H 1.8813 0.5774 2.7121
H 2.3230 -0.8256 1.0721
H 1.6223 0.6774 0.1746
H 4.8230 0.1185 0.7655
H 4.0169 -0.6013 -0.7839
H 3.5672 2.6091 -0.4523
H 5.3701 2.0237 -0.6370
H 3.5120 0.5893 -2.8333
H 5.2615 1.2875 -2.8548
H 1.7179 4.2999 -0.8821
H -0.8190 1.1096 -2.0993
H -0.4099 2.0567 -3.6691
H -0.5346 -0.7071 -3.5463
H 0.2138 0.0979 -5.7484
H 1.7426 -1.0086 -5.2473
H 1.8120 0.9425 -5.1018
H 1.0180 -1.7362 -2.3162
C -1.0817 -5.6546 -1.6943
C -1.1242 -4.1543 -1.4542
O -1.7069 -3.4235 -2.5306
C -3.0579 -3.7419 -2.8556
C -4.0257 -3.5154 -1.7064
H -0.5273 -5.8801 -2.6137
H -0.5941 -6.1622 -0.8551
H -2.0818 -6.0784 -1.8048
H -0.0985 -3.7876 -1.3447
H -1.6365 -3.9191 -0.5166
H -3.1234 -4.7684 -3.2314
H -3.3427 -3.0905 -3.6895
H -3.7937 -4.1468 -0.8454
H -5.0492 -3.7395 -2.0210
H -3.9822 -2.4742 -1.3694
C -2.5338 -0.5025 6.3187
C -1.7389 0.6793 5.7878
O -1.9156 0.9005 4.3906
C -3.2446 1.1769 3.9551
C -3.8427 2.4205 4.5909
H -2.2633 -1.4193 5.7803
H -2.3345 -0.6486 7.3858
H -3.6091 -0.3586 6.1969
H -0.6731 0.4828 5.9422
H -1.9675 1.5915 6.3467
H -3.8841 0.3030 4.1177
H -3.1957 1.3245 2.8704
H -3.9228 2.3271 5.6766
H -4.8456 2.6056 4.1949
H -3.2167 3.2949 4.3833
```

Computed properties:
total energy	-1665.7736	hartree
gap between HOMO and LUMO	9.6	eV
structure (SMILES)	[H]/N=C(/N)NCCCCO[P@](=O)(O)OC[C@@H](C)O.CCOCC.CCOCC
HOMO	-9.5	eV